# 1
Below is a molecular structure, C16H21Br3O15 at a distorted geometry, with properties calculated with ωB97M-V/def2-TZVPD.

Results
Highest occupied orbital energy, eV: -9.9

Positions of all 55 atoms, in Å:
C1 4.2913 2.9872 0.0886
C2 5.2008 2.9718 1.3406
O1 4.9796 1.6035 1.8192
C3 4.6046 0.8276 0.8143
O2 4.5628 -0.3612 0.8421
O3 4.3578 1.5481 -0.3224
H1 4.6524 3.6616 -0.6464
H2 3.2225 3.3116 0.1781
H3 4.8745 3.6197 2.1852
H4 6.2576 3.1247 1.0840
C4 0.7393 -5.4625 1.2262
C5 0.3239 -4.2171 2.0861
O4 0.1781 -3.2440 1.1187
C6 -0.1372 -3.7944 -0.0713
O5 -0.3105 -3.2088 -1.0844
O6 -0.0455 -5.2204 0.0778
H5 0.4569 -6.3823 1.7136
H6 1.8150 -5.4852 0.9972
H7 1.2146 -3.8431 2.7196
H8 -0.6352 -4.2820 2.6001
C7 -3.4800 -2.1313 -0.2164
C8 -3.2856 -0.6233 0.2110
O7 -3.1793 -0.7372 1.6035
C9 -2.7426 -1.9524 1.9357
O8 -2.4963 -2.3240 3.0759
O9 -2.8011 -2.7878 0.9415
H9 -2.9556 -2.4000 -1.1442
H10 -4.5149 -2.4026 -0.3318
H11 -4.1615 0.0331 -0.0269
H12 -2.3967 -0.0771 -0.2338
C10 -2.4947 3.1570 -0.9301
C11 -1.6203 3.9821 -1.9169
O10 -1.4945 3.0497 -2.9918
C12 -2.4486 2.1356 -2.9049
O11 -2.5336 1.2344 -3.7073
O12 -3.1936 2.2532 -1.7774
H13 -3.1691 3.8969 -0.4576
H14 -2.0361 2.6386 -0.1209
H15 -0.7183 4.1642 -1.3459
H16 -2.1085 4.9283 -2.2287
C13 -0.0134 -0.4972 -2.7490
C14 1.5299 -0.2658 -2.7403
O13 1.7003 0.8486 -1.8346
C15 0.4792 1.2397 -1.4155
O14 0.3952 2.1351 -0.6453
O15 -0.5206 0.5080 -1.8172
H17 -0.2134 -1.4904 -2.3374
H18 -0.5891 -0.3133 -3.6813
H19 1.9655 -0.1195 -3.7227
H20 2.0773 -1.1667 -2.2592
C16 -0.7074 0.8741 3.4960
Br1 0.2742 -0.0353 2.1830
Br2 -2.2918 1.8014 2.6512
Br3 0.2779 2.1797 4.4798
H21 -1.1365 0.1092 4.1925


# 2
Below is 12 unconnected molecules or ions with the total composition H24O12 at a distorted geometry, with properties calculated with ωB97M-V/def2-TZVPD.

Results
SMILES: O.O.O.O.O.O.O.O.O.O.O.O
Highest occupied orbital energy, eV: -10.3

Positions of all 36 atoms, in Å:
O1 -2.1947 -0.1243 0.9361
H1 -2.4403 0.6056 0.3898
H2 -1.9413 0.2568 1.7517
O2 2.6515 -1.6384 0.4305
H3 2.8653 -1.9978 -0.3870
H4 2.7528 -0.6992 0.2578
O3 -2.5508 2.1249 -0.8155
H5 -2.3369 2.7994 -0.1760
H6 -3.0548 2.5869 -1.4503
O4 0.1069 2.4682 1.1778
H7 0.2706 3.3513 1.4397
H8 0.9929 2.0275 1.3838
O5 0.4273 -1.2690 2.4973
H9 1.2517 -1.5918 2.0850
H10 0.3014 -2.0133 3.0842
O6 -0.8279 1.0938 3.1906
H11 -0.4910 1.7637 2.6172
H12 -0.3179 0.2616 3.0929
O7 0.6201 -3.9946 1.1118
H13 1.4853 -4.0532 1.5707
H14 0.7163 -3.4483 0.3910
O8 3.3643 0.9161 -0.7852
H15 2.6463 0.5784 -1.2560
H16 4.1198 0.8952 -1.3573
O9 -0.5575 -2.7831 -1.1735
H17 -0.5715 -3.2582 -1.9823
H18 -1.4590 -2.8595 -0.8438
O10 -1.5588 0.0394 -2.6323
H19 -2.0892 0.5387 -2.0204
H20 -0.8456 -0.2417 -2.0818
O11 -0.1765 2.5348 -3.2516
H21 -0.5207 2.0200 -2.5579
H22 -0.7261 3.3392 -3.2920
O12 0.2064 -0.0090 -0.7227
H23 -0.0685 -0.8697 -0.4971
H24 -0.0499 0.6498 -0.1254


# 3
Below is a molecular structure, C34H30BrCl6GeIN3O4S2SeTi, with properties calculated with ωB97M-V/def2-TZVPD.

Results
Spin multiplicity: 3
Net charge: -1
Highest occupied orbital energy (spin up / spin down), eV: -3.3 / -5.1

Positions of all 84 atoms, in Å:
Ti1 -0.3439 1.6286 -1.5426
S1 -2.9029 2.6028 0.8685
C1 -1.2550 2.5635 1.2294
N1 -0.2012 2.3516 0.4293
C2 1.0122 2.3965 1.1383
C3 2.2875 2.2584 0.5941
C4 3.3848 2.2961 1.4325
C5 3.2396 2.4953 2.8074
C6 1.9817 2.6770 3.3532
C7 0.8796 2.6274 2.5079
S2 -0.7933 2.8233 2.8918
H1 2.4315 2.1261 -0.4689
H2 4.3717 2.1703 1.0063
H3 4.1132 2.5179 3.4461
H4 1.8563 2.8523 4.4145
C8 -3.1699 4.7644 -2.7622
C9 -4.2045 3.9911 -3.3197
C10 -4.1183 2.6274 -3.3025
C11 -2.9825 2.0049 -2.7401
N2 -1.9756 2.7685 -2.2378
C12 -2.0938 4.1055 -2.2303
C13 -2.8497 0.5943 -2.5611
C14 -3.6754 -0.3535 -3.2019
C15 -3.5175 -1.6825 -2.9392
C16 -2.5165 -2.0888 -2.0165
C17 -1.7135 -1.1433 -1.4578
N3 -1.8323 0.1875 -1.7188
H5 -3.2109 5.8431 -2.7325
H6 -5.0795 4.4721 -3.7389
H7 -4.9281 2.0221 -3.6836
H8 -1.2703 4.6410 -1.7728
H9 -4.4207 -0.0175 -3.9091
H10 -4.1386 -2.4181 -3.4333
H11 -2.3534 -3.1308 -1.7787
H12 -0.9137 -1.4047 -0.7770
Br1 -2.9219 -1.1100 5.6681
C18 -2.6858 -2.4868 4.3829
C19 -2.3778 -3.7539 4.8659
C20 -2.1645 -4.7953 3.9809
C21 -2.2605 -4.5674 2.6141
C22 -2.5683 -3.3030 2.1468
C23 -2.7879 -2.2399 3.0232
I1 -3.1690 -0.3704 2.1768
H13 -2.3001 -3.9111 5.9329
H14 -1.9203 -5.7792 4.3605
H15 -2.0803 -5.3692 1.9091
H16 -2.6263 -3.1156 1.0831
C24 2.3293 -4.8300 2.7502
Ge1 2.4036 -3.5489 1.2681
C25 4.1011 -3.8028 0.3317
C26 0.8804 -3.9185 0.1094
C27 2.3177 -1.7681 2.0993
Se1 0.5216 -1.0074 2.0275
C28 0.5023 -0.2152 3.7980
H17 2.3653 -5.8561 2.3790
H18 1.4044 -4.7007 3.3161
H19 3.1726 -4.6816 3.4273
H20 4.5156 -4.7812 0.5808
H21 4.8218 -3.0386 0.6224
H22 3.9659 -3.7342 -0.7470
H23 0.8322 -4.9913 -0.0905
H24 0.9554 -3.3939 -0.8448
H25 -0.0376 -3.6144 0.6123
H26 3.0438 -1.0725 1.6817
H27 2.5446 -1.9096 3.1577
H28 1.2711 0.5519 3.8672
H29 0.6571 -0.9845 4.5534
H30 -0.4772 0.2384 3.9384
Cl1 1.5002 5.0881 -1.0172
C29 1.5418 4.2765 -2.5616
C30 0.8825 3.0715 -2.7161
C31 0.8878 2.5638 -3.9983
Cl2 -0.0256 1.0715 -4.2209
C32 1.5289 3.1299 -5.0875
Cl3 1.4745 2.3985 -6.6459
C33 2.2199 4.3217 -4.8757
Cl4 3.0526 5.0724 -6.1866
C34 2.2212 4.9034 -3.6096
Cl5 3.0575 6.3943 -3.3663
O1 2.7177 0.4896 -2.5094
Cl6 2.1021 -0.5443 -1.7321
O2 1.4951 -1.5410 -2.5542
O3 3.0122 -1.1125 -0.7903
O4 1.0058 0.1080 -0.9050


# 4
Below is 2 unconnected molecules or ions with the total composition C2H8N2O at a distorted geometry, with properties calculated with ωB97M-V/def2-TZVPD.

Results
SMILES: C=O.NCN
Highest occupied orbital energy, eV: -9.5

Positions of all 13 atoms, in Å:
C1 2.6607 -0.4031 -2.0443
O1 1.9465 -0.3956 -3.0071
H1 2.3819 -1.0798 -1.1164
H2 3.7759 -0.6070 -2.1313
N1 -2.2660 0.2803 2.4345
C2 -1.4110 -0.2732 1.3186
N2 -0.4865 0.7408 0.7937
H3 -2.7552 1.1981 2.2243
H4 -3.0893 -0.3893 2.5805
H5 -2.0899 -0.8039 0.6061
H6 -0.7215 -1.0398 1.7937
H7 -0.3241 1.3405 1.6820
H8 -0.9803 1.4559 0.1740


# 5
Below is 8 unconnected molecules or ions with the total composition C21H42Br10O5 at a distorted geometry, with properties calculated with ωB97M-V/def2-TZVPD.

Results
SMILES: CCOC(C)=O.CCOC(C)=O.CC(C)=O.BrCCBr.BrCCBr.BrCCBr.BrCCBr.BrCCBr
Highest occupied orbital energy, eV: -10.0

Positions of all 78 atoms, in Å:
C1 1.8364 -4.2619 0.3771
C2 2.5547 -4.9478 -0.8180
O1 2.2634 -4.4192 -2.1038
C3 2.7579 -3.2988 -2.5959
C4 2.2605 -2.9340 -3.9603
O2 3.5361 -2.5405 -1.9822
H1 2.1307 -4.5782 1.3778
H2 0.7752 -4.5094 0.3528
H3 2.0268 -3.1897 0.4243
H4 3.6170 -4.7622 -0.6594
H5 2.5313 -6.0341 -0.7312
H6 1.6924 -2.0074 -4.0420
H7 1.6391 -3.6965 -4.4300
H8 3.1492 -2.8941 -4.5901
C5 -2.3033 1.1138 -1.9040
C6 -3.0661 -0.0130 -2.6000
O3 -2.6560 -1.1903 -1.9602
C7 -1.6112 -1.8605 -2.4758
C8 -1.2272 -3.0323 -1.7433
O4 -1.0656 -1.5177 -3.4929
H9 -2.4001 1.2814 -0.8314
H10 -2.6408 2.0737 -2.2949
H11 -1.2454 1.0021 -2.1416
H12 -4.1209 0.0664 -2.3372
H13 -2.9556 0.0283 -3.6836
H14 -0.3093 -2.8076 -1.2002
H15 -1.0031 -3.8572 -2.4197
H16 -1.9782 -3.3042 -1.0016
C9 1.1926 -0.0253 -0.4439
C10 0.9931 0.9026 0.7602
C11 0.4360 2.3367 0.5840
O5 1.1817 0.4585 1.8961
H17 2.0034 -0.7191 -0.2215
H18 1.5038 0.4364 -1.3809
H19 0.2585 -0.5682 -0.5879
H20 0.9778 3.0013 -0.0890
H21 0.2422 2.8494 1.5262
H22 -0.5488 2.2611 0.1230
Br1 -2.8712 -1.0167 1.4227
C12 -1.5913 -2.1519 2.3807
C13 -2.0072 -3.5911 2.1250
Br2 -0.6616 -4.7528 3.0378
H23 -1.7129 -1.9151 3.4377
H24 -0.5873 -1.9016 2.0380
H25 -1.9246 -3.8363 1.0662
H26 -2.9800 -3.8601 2.5367
Br3 3.4007 -1.6524 6.3462
C14 2.0385 -0.8146 5.1257
C15 1.9508 0.6867 5.1465
Br4 0.9612 1.1879 6.7955
H27 1.0785 -1.2514 5.4011
H28 2.2667 -1.1832 4.1256
H29 1.4488 1.1836 4.3164
H30 2.9602 1.0975 5.1705
Br5 0.6169 3.9423 3.9983
C16 -1.1977 3.2715 4.5504
C17 -1.5560 1.9862 3.7899
Br6 -3.1165 1.2747 4.8457
H31 -1.9668 4.0335 4.4236
H32 -1.1925 3.1274 5.6308
H33 -0.7490 1.2598 3.6941
H34 -1.9627 2.0514 2.7807
Br7 2.8123 0.6187 -5.9269
C18 2.0732 1.4966 -4.3159
C19 0.9131 2.3935 -4.6149
Br8 -0.4546 1.3305 -5.5602
H35 2.9378 2.0280 -3.9182
H36 1.7018 0.6609 -3.7228
H37 1.0696 3.2823 -5.2262
H38 0.5267 2.9056 -3.7337
Br9 -1.6282 6.4619 -2.8087
C20 -1.9101 5.0913 -1.4381
C21 -1.7251 5.7233 -0.0200
Br10 -2.3393 4.4550 1.3020
H39 -1.1798 4.3081 -1.6413
H40 -2.9222 4.7249 -1.6096
H41 -2.2730 6.6575 0.1028
H42 -0.6751 5.8444 0.2465


# 6
Below is 2 unconnected molecules or ions with the total composition CHN7 at a distorted geometry, with properties calculated with ωB97M-V/def2-TZVPD.

Results
Spin multiplicity: 3
Highest occupied orbital energy (spin up / spin down), eV: -11.3 / -10.6

Positions of all 9 atoms, in Å:
C1 0.7508 -0.2495 -0.5676
N1 -1.6733 -0.1477 -2.8908
N2 1.6477 -2.0454 0.0441
N3 1.8819 -0.8259 -0.3282
N4 -2.1719 -0.6000 -1.9700
N5 -0.2263 -1.1870 -0.2682
N6 0.3334 -2.2889 0.1226
N7 -2.7364 -0.9815 -1.0356
H1 0.4687 0.6769 -1.0836


# 7
Below is 2 unconnected molecules or ions with the total composition C2H2ClF3 at a distorted geometry, with properties calculated with ωB97M-V/def2-TZVPD.

Results
Highest occupied orbital energy, eV: -10.2

Positions of all 8 atoms, in Å:
C1 1.0776 -0.6322 0.1617
C2 -2.2204 1.0257 0.1272
F1 -0.1346 -1.2103 0.2487
F2 1.6968 -1.1334 -0.9200
F3 -1.1590 1.4889 0.7781
Cl1 -1.8778 0.9012 -1.4824
H1 0.9581 0.4516 0.0276
H2 1.6594 -0.8915 1.0590